A molecular structure, C48H40Cl3N5O5OsPSe. Source: the Open Molecules 2025 dataset; level of theory: the ωB97M-V functional and the def2-TZVPD basis.

As for the relative energy (zero: lowest compared OMol25 entry of this formula, charge and spin): 0.0 kJ/mol. Its HOMO energy is -10.2 eV. The total energy comes out at -182783.20380 eV. Its net charge is +1. As for the gap between HOMO and LUMO: 7.33 eV.

Each line ends with the Mulliken charge.
Atoms and positions in Å:
Os1 -0.127 0.801 -0.503  2.612
O1 0.148 2.583 3.070  -0.870
C1 0.554 1.663 2.369  0.692
O2 -0.229 1.024 1.555  -0.521
C2 1.958 1.160 2.520  0.475
C3 2.478 1.209 3.810  -0.584
C4 3.739 0.714 4.087  -0.992
C5 4.505 0.185 3.061  -0.516
C6 4.007 0.161 1.768  -1.428
C7 2.730 0.634 1.474  0.234
P1 2.230 0.735 -0.285  2.748
C8 3.127 -0.588 -1.157  0.152
C9 4.499 -0.496 -1.408  -0.413
C10 5.171 -1.543 -2.018  -0.883
C11 4.483 -2.689 -2.398  -0.737
C12 3.117 -2.777 -2.184  -0.632
C13 2.446 -1.728 -1.572  -0.192
C14 3.097 2.247 -0.827  0.256
C15 3.472 2.410 -2.162  -0.607
C16 4.082 3.581 -2.582  -0.895
C17 4.326 4.602 -1.673  -0.710
C18 3.964 4.446 -0.344  -0.789
C19 3.354 3.274 0.079  -0.430
H1 1.866 1.638 4.592  0.563
H2 4.122 0.742 5.099  0.412
H3 5.495 -0.205 3.259  0.491
H4 4.628 -0.248 0.985  0.432
H5 5.045 0.399 -1.137  0.587
H6 6.234 -1.461 -2.201  0.472
H7 5.011 -3.505 -2.873  0.462
H8 2.569 -3.659 -2.490  0.506
H9 1.383 -1.803 -1.420  0.290
H10 3.309 1.613 -2.877  0.503
H11 4.372 3.693 -3.618  0.451
H12 4.804 5.515 -2.001  0.429
H13 4.159 5.235 0.370  0.480
H14 3.079 3.168 1.121  0.446
C20 -2.950 4.498 -1.701  -0.888
N1 -2.827 4.126 -0.301  0.307
C21 -1.724 3.688 0.327  -0.402
Se1 -0.048 3.333 -0.476  -0.120
N2 -2.010 3.476 1.610  0.527
C22 -3.351 3.736 1.832  0.103
C23 -4.145 3.617 2.967  -0.729
C24 -5.483 3.920 2.815  -0.606
C25 -6.015 4.324 1.580  -0.708
C26 -5.225 4.451 0.455  -0.542
C27 -3.877 4.150 0.612  0.577
H15 -2.054 4.185 -2.229  0.288
H16 -3.070 5.577 -1.789  0.359
H17 -3.823 4.003 -2.128  0.335
H18 -1.295 3.142 2.287  0.236
H19 -3.733 3.302 3.916  0.532
H20 -6.143 3.842 3.669  0.428
H21 -7.072 4.538 1.508  0.435
H22 -5.642 4.741 -0.499  0.438
Cl1 -0.847 1.500 -3.741  -0.203
C28 0.455 1.260 -2.508  -0.958
H23 1.017 2.181 -2.580  0.626
H24 1.052 0.438 -2.899  0.408
Cl2 0.439 -6.407 -1.375  -0.196
C29 1.838 -6.029 -0.422  1.069
C30 2.918 -6.894 -0.456  -0.603
C31 4.084 -6.568 0.218  -0.628
C32 4.163 -5.378 0.922  -0.613
C33 3.063 -4.542 0.971  0.773
Cl3 3.173 -3.050 1.856  -0.125
C34 1.865 -4.840 0.315  -1.178
N3 0.784 -3.962 0.325  1.319
C35 -0.501 -4.364 0.774  -0.019
C36 -0.654 -5.302 1.788  -0.115
C37 -1.919 -5.682 2.203  -0.756
C38 -3.043 -5.117 1.617  -0.724
C39 -2.888 -4.189 0.598  -1.027
C40 -1.624 -3.811 0.162  0.709
C41 -1.466 -2.941 -1.052  -1.603
C42 -0.879 -1.588 -0.838  1.109
O3 -0.964 -0.693 -1.737  -1.040
O4 -0.247 -1.217 0.196  -1.300
H25 2.841 -7.806 -1.031  0.464
H26 4.932 -7.237 0.187  0.429
H27 5.066 -5.097 1.446  0.467
H28 1.017 -3.006 0.554  -0.796
H29 0.228 -5.732 2.247  0.539
H30 -2.027 -6.416 2.991  0.427
H31 -4.034 -5.409 1.938  0.420
H32 -3.763 -3.772 0.111  0.430
H33 -2.422 -2.784 -1.556  0.601
H34 -0.813 -3.442 -1.777  0.253
N4 -4.827 1.836 -3.536  -0.185
C43 -5.268 2.064 -2.276  -0.446
O5 -6.226 2.762 -2.010  -0.605
C44 -4.458 1.428 -1.182  0.781
C45 -5.081 0.922 -0.049  -0.534
C46 -4.292 0.402 0.961  -1.801
C47 -2.913 0.440 0.830  -0.210
N5 -2.314 0.963 -0.248  0.943
C48 -3.079 1.422 -1.243  -0.370
H35 -5.340 2.242 -4.301  0.274
H36 -4.076 1.199 -3.735  0.198
H37 -6.161 0.949 0.027  0.544
H38 -4.728 -0.019 1.856  0.644
H39 -2.255 0.074 1.606  0.643
H40 -2.550 1.829 -2.094  -0.097